Molecular formula: C3H4InLiO3
Method: DFT, the ωB97M-V functional and the def2-TZVPD basis

Positions of all 12 atoms, in Å:
H 1.48 -0.28 1.99
C 0.87 -0.32 1.06
C 0.75 -1.76 0.71
O 0.51 -2.01 -0.60
Li 1.26 -0.40 -1.60
O 1.42 0.42 0.02
H -0.14 0.05 1.35
H 0.43 -2.53 1.42
In 2.09 2.16 0.10
C -0.12 -3.29 -1.06
O -0.15 -3.23 -2.36
H -0.46 -4.06 -2.74

Computed properties:
2S+1   2
Relative energy (zero: lowest compared OMol25 entry of this formula, charge and spin)   0.0 kJ/mol
Orbital gap (alpha / beta)   7.15 / 8.69 eV
E_HOMO (alpha / beta)   -11.37 / -12.92 eV
Charge   +1

Molecular formula: C4H10N4
Method: DFT, the ωB97M-V functional and the def2-TZVPD basis

Positions of all 18 atoms, in Å:
C 1.49 1.78 -0.47
N 0.01 1.67 -0.18
N -0.24 0.86 0.96
C -0.28 -0.48 0.95
C -0.30 -1.12 2.32
C 0.29 -1.35 -0.28
N -0.02 -1.31 -1.50
N -1.14 -0.51 -1.75
H 2.09 1.79 0.44
H 1.69 0.89 -1.12
H 1.70 2.57 -1.11
H -0.54 2.53 -0.04
H 0.75 -1.43 2.53
H -1.17 -1.77 2.37
H -0.50 -0.38 3.06
H 1.03 -2.06 0.10
H -1.39 -0.49 -2.82
H -1.15 0.40 -1.24

Computed properties:
SMILES   CN/N=C(C)\C=N/N
Relative energy (zero: lowest compared OMol25 entry of this formula, charge and spin)   385.9 kJ/mol
Orbital gap   9.05 eV
E_HOMO   -8.29 eV

Molecular formula: C3H5NO2S
Method: DFT, the ωB97M-V functional and the def2-TZVPD basis

Positions of all 12 atoms, in Å:
C 0.97 1.64 -0.22
C 0.00 1.36 0.62
S -1.46 0.48 0.01
O -1.37 0.17 -1.39
O -2.66 1.04 0.51
N -1.04 -1.14 0.71
C -0.86 -2.05 -0.09
H 2.04 1.88 -0.09
H 0.85 1.26 -1.25
H 0.25 1.45 1.66
H -0.41 -2.89 0.33
H -1.21 -2.14 -1.10

Computed properties:
SMILES   C=CS(=O)(=O)N=C
Relative energy (zero: lowest compared OMol25 entry of this formula, charge and spin)   319.3 kJ/mol
Orbital gap   10.14 eV
E_HOMO   -10.10 eV

Molecular formula: C5H11NO
Method: DFT, the ωB97M-V functional and the def2-TZVPD basis

Positions of all 18 atoms, in Å:
C -1.42 -0.80 -0.36
O -2.85 -0.53 -0.43
C -0.63 0.26 -1.11
C 0.28 1.07 -0.16
C 1.34 0.26 0.53
C 1.28 -0.02 1.87
N 2.30 -0.24 -0.27
H -1.30 -0.67 0.72
H -1.35 -1.79 -0.80
H -3.08 0.23 0.09
H -1.29 0.99 -1.58
H -0.07 -0.09 -1.99
H -0.38 1.49 0.61
H 0.71 1.93 -0.68
H 0.45 0.17 2.53
H 2.03 -0.63 2.38
H 2.22 0.04 -1.25
H 3.29 -0.16 -0.02

Computed properties:
2S+1   2
Relative energy (zero: lowest compared OMol25 entry of this formula, charge and spin)   157.1 kJ/mol
Orbital gap (alpha / beta)   9.76 / 5.98 eV
E_HOMO (alpha / beta)   -13.83 / -13.81 eV
Charge   +1

Molecular formula: C47H58IIrN4O4Se
Method: DFT, the ωB97M-V functional and the def2-TZVPD basis

Positions of all 116 atoms, in Å:
Ir -1.96 0.42 0.69
C 0.55 4.58 0.38
C 0.17 4.20 1.78
N 0.57 4.94 2.77
C 0.23 4.59 4.03
C -0.52 3.49 4.34
C -0.80 3.19 5.79
O -0.19 1.97 6.22
C -0.98 2.65 3.28
C -1.71 1.46 3.66
N -2.15 0.50 2.92
C -2.60 -0.67 3.60
C -1.94 -1.14 4.73
C -2.35 -2.30 5.36
C -3.42 -3.02 4.86
C -4.08 -2.58 3.72
C -3.66 -1.42 3.10
I -4.64 -0.76 1.38
C -0.63 3.01 1.96
O -0.95 2.37 0.88
H 1.11 5.51 0.40
H -0.34 4.70 -0.24
H 1.15 3.80 -0.08
H 0.59 5.25 4.82
H -1.87 3.07 5.98
H -0.46 4.03 6.40
H 0.76 2.08 6.17
H -1.85 1.35 4.73
H -1.08 -0.59 5.11
H -1.82 -2.65 6.24
H -3.74 -3.93 5.35
H -4.91 -3.14 3.32
C 2.80 -6.32 -0.54
C 2.99 -4.93 0.05
C 4.06 -4.19 -0.78
C 3.49 -5.08 1.50
C 1.72 -4.11 0.05
C 1.75 -2.79 0.56
C 0.64 -2.01 0.57
Se 0.70 -0.25 1.32
C 1.38 0.69 -0.21
C 2.63 1.21 -0.13
C 3.17 1.97 -1.19
C 2.41 2.13 -2.35
C 1.13 1.61 -2.51
C 0.53 0.91 -1.38
O -0.66 0.54 -1.39
C 0.43 1.86 -3.84
C 1.31 1.31 -4.97
C -0.96 1.23 -3.99
C 0.26 3.39 -4.01
C 4.55 2.59 -1.02
C 4.99 3.38 -2.25
C 4.50 3.55 0.18
C 5.57 1.48 -0.75
C -0.63 -2.51 0.08
O -1.66 -1.80 0.08
C -0.67 -3.87 -0.44
C 0.49 -4.61 -0.42
C -1.99 -4.46 -0.94
C -1.81 -5.89 -1.45
C -2.99 -4.49 0.23
C -2.55 -3.61 -2.10
H 3.74 -6.86 -0.51
H 2.47 -6.28 -1.58
H 2.07 -6.91 0.03
H 4.98 -4.77 -0.79
H 4.29 -3.21 -0.36
H 3.72 -4.06 -1.81
H 4.41 -5.66 1.51
H 2.75 -5.60 2.11
H 3.69 -4.11 1.97
H 2.68 -2.39 0.95
H 3.21 1.05 0.77
H 2.83 2.69 -3.17
H 1.45 0.23 -4.87
H 2.29 1.78 -5.00
H 0.82 1.50 -5.93
H -0.94 0.15 -3.86
H -1.32 1.45 -5.00
H -1.67 1.64 -3.28
H 1.22 3.91 -4.01
H -0.36 3.80 -3.21
H -0.23 3.59 -4.96
H 4.32 4.21 -2.47
H 5.06 2.74 -3.14
H 5.98 3.80 -2.07
H 3.77 4.35 0.02
H 5.48 4.01 0.33
H 4.23 3.04 1.11
H 5.63 0.79 -1.59
H 5.34 0.91 0.15
H 6.56 1.92 -0.61
H 0.47 -5.62 -0.80
H -1.50 -6.57 -0.66
H -1.10 -5.95 -2.27
H -2.77 -6.24 -1.83
H -2.61 -5.10 1.05
H -3.93 -4.94 -0.12
H -3.21 -3.49 0.60
H -1.84 -3.60 -2.93
H -2.76 -2.59 -1.80
H -3.47 -4.07 -2.46
N -5.80 4.20 -2.76
C -5.01 3.39 -2.02
C -4.65 2.11 -2.47
C -3.84 1.33 -1.68
N -3.37 1.71 -0.49
C -3.72 2.93 -0.05
C -4.52 3.79 -0.76
H -6.18 3.90 -3.64
H -6.08 5.10 -2.41
H -4.99 1.74 -3.42
H -3.54 0.34 -2.01
H -3.32 3.22 0.91
H -4.77 4.76 -0.35

Computed properties:
2S+1   6
Relative energy (zero: lowest compared OMol25 entry of this formula, charge and spin)   19.1 kJ/mol
Orbital gap (alpha / beta)   7.28 / 5.01 eV
E_HOMO (alpha / beta)   -9.51 / -9.59 eV
Charge   +1

Molecular formula: C42H112B2F8N7O14
Method: DFT, the ωB97M-V functional and the def2-TZVPD basis

Positions of all 185 atoms, in Å:
C 3.52 -6.27 -1.04
O 3.82 -7.58 -1.06
C 2.97 -8.47 -0.32
C 3.27 -8.56 1.21
N 4.72 -8.90 1.52
H 4.73 -9.25 2.47
H 4.85 -9.72 0.94
C 5.84 -7.86 1.29
C 7.24 -8.34 1.77
O 7.34 -8.46 3.15
C 8.62 -8.82 3.64
H 4.19 -5.68 -1.67
H 3.77 -5.88 -0.06
H 2.50 -6.05 -1.36
H 3.23 -9.49 -0.59
H 1.92 -8.33 -0.56
H 2.68 -9.39 1.60
H 2.75 -7.73 1.69
H 5.57 -6.98 1.88
H 5.85 -7.50 0.26
H 7.91 -7.66 1.26
H 7.55 -9.30 1.35
H 9.13 -9.69 3.23
H 8.67 -8.97 4.72
H 9.37 -8.04 3.53
C 9.43 -5.14 3.36
O 9.31 -4.12 4.31
C 10.18 -4.22 5.47
C 10.44 -2.85 6.18
N 11.17 -1.80 5.30
H 12.00 -2.27 4.96
H 10.65 -1.39 4.54
C 11.69 -0.56 6.05
C 10.51 0.42 6.34
O 9.65 0.48 5.14
C 8.54 1.22 5.45
H 8.47 -5.66 3.44
H 10.16 -5.87 3.72
H 9.49 -4.88 2.30
H 11.05 -4.77 5.12
H 9.77 -4.93 6.19
H 10.99 -2.98 7.11
H 9.49 -2.50 6.59
H 12.33 -0.07 5.31
H 12.21 -0.94 6.93
H 10.85 1.40 6.68
H 9.97 -0.07 7.15
H 8.85 2.27 5.49
H 8.01 0.83 6.31
H 7.91 1.09 4.57
C 10.47 -5.70 10.48
O 10.46 -7.02 9.97
C 9.85 -8.00 10.83
C 10.02 -9.44 10.29
N 9.28 -9.61 8.97
H 9.16 -10.55 8.63
H 8.35 -9.35 9.27
C 9.78 -8.77 7.77
C 8.91 -7.62 7.24
O 7.57 -7.97 6.95
C 6.82 -7.01 6.27
H 10.95 -5.66 11.46
H 9.44 -5.37 10.53
H 10.96 -4.98 9.82
H 8.80 -7.80 11.04
H 10.38 -7.88 11.78
H 9.44 -10.01 11.02
H 11.03 -9.82 10.17
H 9.83 -9.54 7.00
H 10.74 -8.38 8.09
H 9.30 -7.36 6.26
H 8.97 -6.80 7.96
H 6.52 -6.14 6.85
H 5.92 -7.58 6.08
H 7.36 -6.64 5.40
C 4.24 -16.30 4.82
O 5.20 -15.64 3.96
C 5.16 -16.09 2.63
C 6.50 -15.90 1.95
N 6.95 -14.39 2.04
H 6.13 -13.83 1.85
H 7.10 -14.16 3.01
C 8.30 -14.01 1.35
C 9.22 -13.27 2.35
O 8.55 -12.76 3.51
C 9.34 -12.58 4.69
H 4.75 -16.69 5.70
H 3.65 -17.13 4.44
H 3.46 -15.63 5.18
H 4.45 -15.48 2.08
H 4.85 -17.14 2.63
H 6.38 -16.19 0.90
H 7.25 -16.41 2.55
H 7.92 -13.33 0.60
H 8.78 -14.85 0.85
H 9.56 -12.37 1.83
H 10.08 -13.89 2.58
H 9.91 -11.65 4.57
H 10.04 -13.38 4.92
H 8.68 -12.45 5.55
C 17.17 -12.25 16.20
O 16.84 -11.87 14.84
C 15.70 -12.74 14.50
C 15.51 -12.67 12.96
N 15.26 -11.32 12.39
H 16.06 -10.73 12.56
H 15.20 -11.42 11.39
C 14.01 -10.54 12.78
C 13.88 -9.37 11.79
O 13.89 -9.83 10.50
C 13.96 -8.80 9.54
H 16.88 -13.28 16.44
H 16.56 -11.63 16.85
H 18.25 -12.23 16.34
H 14.85 -12.54 15.14
H 15.91 -13.80 14.67
H 14.55 -13.13 12.71
H 16.33 -13.22 12.51
H 13.92 -10.38 13.86
H 13.25 -11.29 12.58
H 14.71 -8.68 11.93
H 12.93 -8.86 11.95
H 15.00 -8.48 9.44
H 13.31 -7.95 9.76
H 13.76 -9.18 8.54
C 12.84 -16.13 4.57
O 12.63 -14.71 4.49
C 13.75 -13.92 5.07
C 13.49 -12.37 5.10
N 13.53 -11.77 3.59
H 13.02 -10.90 3.52
H 14.43 -11.35 3.41
C 13.05 -12.59 2.46
C 12.62 -11.60 1.30
O 11.67 -10.73 1.88
C 11.43 -9.55 1.16
H 12.14 -16.53 3.83
H 12.46 -16.61 5.47
H 13.83 -16.54 4.33
H 14.66 -14.08 4.49
H 13.93 -14.34 6.06
H 14.21 -11.85 5.73
H 12.55 -12.05 5.54
H 12.20 -13.19 2.78
H 13.80 -13.27 2.07
H 12.25 -12.15 0.43
H 13.44 -10.95 0.98
H 10.61 -8.99 1.61
H 11.19 -9.72 0.11
H 12.38 -9.01 1.18
C 14.38 -4.15 7.06
O 14.90 -4.73 5.85
C 14.89 -6.19 5.95
C 15.38 -6.77 4.59
N 14.34 -6.22 3.55
H 13.42 -6.64 3.56
H 14.25 -5.25 3.79
C 14.85 -6.26 2.16
C 13.79 -5.69 1.19
O 12.50 -6.21 1.53
C 11.61 -6.18 0.38
H 15.01 -4.47 7.90
H 13.34 -4.40 7.28
H 14.44 -3.06 7.02
H 13.91 -6.57 6.24
H 15.53 -6.64 6.72
H 15.56 -7.85 4.56
H 16.34 -6.30 4.36
H 15.06 -7.32 2.03
H 15.72 -5.62 2.23
H 14.13 -6.04 0.22
H 13.89 -4.60 1.24
H 10.71 -6.74 0.64
H 12.10 -6.72 -0.42
H 11.29 -5.22 -0.04
B 16.75 -11.65 3.19
F 17.30 -12.12 4.33
F 15.88 -10.55 3.40
F 17.69 -11.16 2.35
F 16.03 -12.63 2.55
B 12.32 -8.69 4.82
F 13.33 -9.08 3.89
F 11.33 -9.62 4.88
F 12.88 -8.64 6.07
F 11.86 -7.54 4.31

Computed properties:
Relative energy (zero: lowest compared OMol25 entry of this formula, charge and spin)   661.4 kJ/mol
Orbital gap   8.50 eV
E_HOMO   -17.98 eV
Charge   +5